Entry 1:
Computed, not measured: C11H26DyN2O2P2S as an isolated structure in a non-equilibrium geometry, with ωB97M-V/def2-TZVPD.

HOMO-LUMO gap (spin up / spin down) in eV: 4.46 / 6.61
Max |F| in eV Å⁻¹: 1.9
ΔE to the lowest compared entry with this formula, charge and spin in kcal/mol: 84.9
HOMO level (spin up / spin down) in eV: -14.09 / -14.10
2S+1: 7
LUMO level (spin up / spin down) in Ha: -0.3538 / -0.2752
E_tot in Ha: -2659.940443
Net charge: +2

```
45
C11H26DyN2O2P2S (ωB97M-V/def2-TZVPD)
H -2.129 -0.558 -4.095
H -1.828 2.600 -1.962
C 2.080 -0.458 -1.259
Dy -0.496 0.271 0.618
H 1.994 -2.622 -1.225
H -0.867 -0.845 -1.503
H -2.991 -1.098 2.633
H 2.001 1.665 4.519
H 0.356 -2.171 2.454
C -0.988 0.777 -2.804
C 1.612 -1.804 -0.578
C 1.916 0.574 4.445
H 1.851 -0.502 -2.355
H -0.672 3.291 1.977
H -2.287 -3.696 0.953
S 1.158 0.061 2.880
H 0.045 1.150 -2.723
C 0.884 3.075 -0.175
P -2.708 -1.275 1.231
O -0.425 0.333 2.826
N 1.413 0.676 -0.551
C 1.654 1.984 -0.680
O -1.317 0.056 -1.559
H -3.000 1.561 -2.849
C -0.576 -2.782 0.139
C -1.100 -0.170 -3.984
H -0.854 0.390 -4.895
C -1.869 -2.709 0.700
H 0.852 -1.929 4.171
H -3.859 -0.877 0.471
H 1.433 0.152 5.332
H -1.875 3.505 0.053
H 2.133 -2.015 2.858
H -1.793 2.516 -3.744
C -1.954 1.931 -2.836
C 1.113 -1.722 3.123
N 0.154 -1.736 -0.334
H -0.208 -3.815 -0.004
H 2.553 2.341 -1.222
H 2.955 0.188 4.390
H 3.185 -0.434 -1.191
H -0.383 -1.005 -3.908
H 2.153 -1.883 0.395
H 1.358 4.048 -0.332
P -0.674 2.960 0.596
```

***

Entry 2:
Computed, not measured: C4H11N2O as an isolated structure in a non-equilibrium geometry, with ωB97M-V/def2-TZVPD.

HOMO-LUMO gap in eV: 5.55
Max |F| in eV Å⁻¹: 4.9
ΔE to the lowest compared entry with this formula, charge and spin in kcal/mol: 177.6
HOMO level in eV: -2.61
LUMO level in Ha: 0.1080
E_tot in Ha: -343.488141
Net charge: -1

```
18
C4H11N2O (ωB97M-V/def2-TZVPD)
H -0.127 1.244 -1.012
C 0.267 -0.238 1.415
N 0.319 -1.285 -0.904
H -1.325 2.106 2.218
O 0.295 -0.339 -3.034
C -0.317 -0.468 0.040
C -0.182 -1.300 -2.289
H 1.238 1.391 2.493
H -0.338 -0.671 2.208
H 0.587 1.818 0.643
H -0.279 0.647 -0.467
H -1.373 -0.649 0.124
H -1.306 -1.457 -2.264
H 0.143 -2.345 -2.700
H 1.323 -1.170 -1.079
H 1.220 -0.754 1.566
N -0.672 2.169 1.417
C 0.529 1.301 1.626
```